*a*
Density functional theory data (ωB97M-V/def2-TZVPD) for a cluster of 2 separate species, C6H11NO3 in total.

The gap between HOMO and LUMO comes out at 9.485 eV. Its SMILES is C/C=[N+](/[O-])O.C=C1O[C@@H]1C.

Structure (ORCA input):
```
! wB97M-V def2-TZVPD RIJCOSX def2/J DEFGRID3
* xyz 0 1
C -2.6891 -0.0953 -0.3803
C -1.9117 -0.2098 0.7941
C -2.6019 1.1238 -1.3965
C -1.3148 -0.0392 1.9725
C 2.5863 -1.5816 -0.2853
C 1.6343 -0.4717 -0.2436
N 2.0269 0.7595 -0.0661
O 3.3648 0.9846 0.2938
O 1.2909 1.7411 0.0499
O -1.5238 -0.9260 -0.3724
H -3.6049 -0.6639 -0.4031
H -1.8018 1.6065 -0.9775
H -3.5134 1.6091 -1.2355
H -2.3884 0.6150 -2.2774
H -1.8876 0.5232 2.8596
H 3.3963 1.9166 0.4690
H -0.2882 -0.3707 2.2606
H 2.6688 -2.2330 0.5979
H 3.5872 -1.3118 -0.4489
H 2.4100 -2.2550 -0.9982
H 0.5600 -0.7215 -0.2125
*
```

Löwdin atomic charge list, values in e, 8 entries:
1. C -0.26
2. C -0.28
3. C 0.03
4. C 0.05
5. C -0.06
6. C -0.06
7. N -0.33
8. O 0.07

*b*
Density functional theory data (ωB97M-V/def2-TZVPD) for the molecule C6H11NO3.

The gap between HOMO and LUMO comes out at 10.022 eV. Its SMILES is CC(C)(O)/C=C/CON=O.

Structure (ORCA input):
```
! wB97M-V def2-TZVPD RIJCOSX def2/J DEFGRID3
* xyz 0 1
C 3.2985 -0.5562 0.1133
C 1.8781 -0.4736 -0.4607
C -1.0800 1.0099 0.5898
C -1.5184 -1.4688 0.2608
C 0.8381 -0.4632 0.3093
C -0.6359 -0.2107 -0.1590
N 2.6216 0.5777 2.1088
O 3.4799 0.4722 1.0269
O 2.7455 1.5534 2.7787
O -0.7880 -0.0212 -1.5431
H 3.3095 -1.7071 0.2880
H 4.0186 -0.3272 -0.6116
H 1.8245 -0.4132 -1.4803
H -0.5987 1.8563 0.1292
H -2.2839 1.2314 0.4515
H -0.9354 0.8883 1.6352
H -0.9932 -2.3160 -0.2533
H -2.6211 -1.3735 0.1082
H -1.5475 -1.6127 1.3909
H 0.7583 -0.4777 1.3474
H -1.8044 -0.0273 -1.7365
*
```

Löwdin atomic charge list, values in e, 8 entries:
1. C -0.19
2. C -0.05
3. C -0.06
4. C -0.04
5. C -0.06
6. C -0.64
7. N -0.05
8. O -0.07

*b* is favored, and the nearest alternative lies 0.0573 hartree above it.

*a*
Density functional theory data (ωB97M-V/def2-TZVPD) for a cluster of 17 separate species, C4H32BO24 in total.

The gap between HOMO and LUMO comes out at 9.132 eV.

Structure (ORCA input):
```
! wB97M-V def2-TZVPD RIJCOSX def2/J DEFGRID3
* xyz -1 1
O -2.8401 1.9961 1.8529
C -1.9522 1.1994 1.5064
O -1.5385 0.0286 2.0073
B -0.4769 -0.5661 1.1764
O -0.2793 0.4246 0.1161
C -1.1068 1.5055 0.2975
O -1.0862 2.5108 -0.3539
O -0.9086 -1.8325 0.5913
C -0.1219 -2.7878 0.9949
O -0.1888 -3.9132 0.6616
C 0.9805 -2.1681 1.8880
O 0.6822 -0.9065 1.9808
O 1.8765 -2.8287 2.3987
O 4.1759 5.1792 -1.2213
H 4.9334 5.7079 -1.4720
H 3.4362 5.5942 -1.6648
O -8.7541 3.7844 1.9613
H -7.8239 3.5997 2.0914
H -9.2059 3.0799 2.4259
O 3.4397 -9.0085 5.1260
H 3.8273 -9.1759 4.2669
H 2.8327 -8.2833 4.9782
O -6.3599 -1.0498 -1.2842
H -5.8669 -0.8532 -2.0809
H -5.7147 -0.9836 -0.5803
O -3.0730 -0.9936 -4.6399
H -2.2284 -1.0886 -4.1996
H -2.8779 -0.4827 -5.4255
O 1.7976 -0.4759 -4.5849
H 2.2760 -0.4736 -3.7559
H 1.5519 -1.3914 -4.7177
O 8.6494 -4.6771 4.1089
H 7.7091 -4.7177 4.2831
H 8.8902 -3.7709 4.3017
O 6.5671 -6.7552 -1.1003
H 6.4863 -7.5984 -0.6544
H 5.8732 -6.2158 -0.7211
O 7.6165 -1.2130 1.3550
H 8.2375 -1.0332 2.0608
H 7.0052 -1.8475 1.7291
O -4.0786 8.6024 1.1318
H -4.9992 8.5799 0.8708
H -3.8701 7.6952 1.3548
O -3.4638 9.5622 -3.2358
H -3.2575 9.1026 -2.4219
H -3.7405 10.4345 -2.9552
O 1.2504 1.5528 7.0843
H 1.3341 1.4352 6.1380
H 0.7794 2.3803 7.1825
O 0.5742 -10.1307 1.2801
H 0.0037 -10.5159 1.9453
H 0.2761 -9.2243 1.2040
O -5.9551 5.7906 -2.2649
H -6.0847 4.9841 -2.7639
H -5.2246 6.2284 -2.7019
O -0.5579 -4.6933 -4.6029
H -1.3958 -4.8289 -5.0454
H -0.6564 -5.1380 -3.7610
O 1.2228 6.9935 -4.5707
H 0.7666 7.3589 -5.3287
H 0.6363 6.3115 -4.2434
*
```

Löwdin atomic charge list, values in e, 8 entries:
1. O 0.10
2. C -0.35
3. O 0.23
4. B -0.92
5. O 0.21
6. C -0.36
7. O 0.15
8. O 0.25

*b*
Density functional theory data (ωB97M-V/def2-TZVPD) for a cluster of 17 separate species, C4H32BO24 in total.

The gap between HOMO and LUMO comes out at 8.912 eV.

Structure (ORCA input):
```
! wB97M-V def2-TZVPD RIJCOSX def2/J DEFGRID3
* xyz -1 1
O -30.9068 2.5882 -8.4677
C -29.7999 2.2906 -8.1168
O -29.0392 2.9855 -7.1883
B -27.6549 2.5176 -7.2700
O -27.7327 1.2878 -8.0198
C -28.9000 1.1988 -8.6276
O -29.2387 0.2755 -9.4373
O -27.1656 2.2925 -5.9040
C -26.0901 3.0994 -5.6685
O -25.3082 3.2179 -4.7424
C -25.9092 4.0041 -6.9743
O -26.8244 3.5916 -7.8776
O -24.9855 4.8360 -7.0820
O -30.8704 1.4225 -4.6787
H -30.5287 1.3704 -5.5714
H -30.0926 1.5205 -4.1294
O -25.3249 -0.2066 -5.9857
H -24.9551 0.5646 -6.4156
H -25.8591 -0.6248 -6.6610
O -26.6139 1.3643 -10.7786
H -26.4400 0.8546 -9.9873
H -26.3531 0.7882 -11.4972
O -31.2566 0.2887 -11.6446
H -30.5996 0.2863 -10.9486
H -30.8089 -0.0953 -12.3986
O -26.7344 7.7023 -7.3843
H -26.4150 7.1729 -8.1150
H -26.8014 7.0875 -6.6537
O -30.9927 -2.2847 -9.5537
H -30.6918 -1.5851 -8.9739
H -31.5685 -1.8463 -10.1802
O -25.7577 6.3596 -9.5002
H -25.9491 5.8405 -10.2813
H -25.1577 5.8147 -8.9910
O -27.7374 -1.7690 -6.5265
H -28.4173 -2.3608 -6.8486
H -27.4126 -1.3270 -7.3110
O -34.0630 2.6857 -8.6862
H -33.5904 1.8592 -8.7850
H -33.3788 3.3551 -8.6871
O -22.0901 3.6156 -7.9716
H -22.5026 4.3367 -8.4471
H -21.2231 3.9472 -7.7378
O -22.8217 4.4138 -4.8468
H -23.3775 5.1336 -5.1456
H -23.2715 3.6234 -5.1452
O -27.5135 -2.0096 -11.3631
H -27.6833 -2.3885 -12.2255
H -28.2332 -1.3937 -11.2255
O -32.3203 4.7045 -7.4401
H -32.0251 4.9979 -6.5782
H -31.7479 3.9671 -7.6516
O -25.6021 0.7051 -3.4317
H -25.2950 0.0077 -4.0110
H -25.6231 1.4854 -3.9857
O -23.7350 3.2401 -2.0099
H -23.9762 3.5039 -2.8979
H -24.4345 3.5891 -1.4575
O -32.5836 2.7350 -11.2045
H -31.9095 3.3655 -10.9509
H -32.0952 1.9867 -11.5478
*
```

Löwdin atomic charge list, values in e, 8 entries:
1. O 0.16
2. C -0.29
3. O 0.23
4. B -0.94
5. O 0.24
6. C -0.28
7. O 0.07
8. O 0.23

*b* is favored, and the nearest alternative lies 0.0469 hartree above it.

*a*
Density functional theory data (ωB97M-V/def2-TZVPD) for the molecule C3H6N2S.

The gap between HOMO and LUMO comes out at 8.928 eV. Its SMILES is C/C=N/NC=S.

Structure (ORCA input):
```
! wB97M-V def2-TZVPD RIJCOSX def2/J DEFGRID3
* xyz 0 1
C 2.0427 -0.7809 -0.0056
C 0.5820 -0.4240 -0.0077
C -2.2132 0.5627 -0.0034
H 2.2904 -1.3793 -0.8765
H 2.6514 0.1205 0.0134
H 2.2898 -1.3658 0.8674
H -0.1746 -1.2226 0.0213
H -1.1108 2.2269 0.0188
H -3.0081 1.2977 -0.0025
N 0.2801 0.8080 -0.0116
N -1.0472 1.1987 -0.0080
S -2.5825 -1.0420 -0.0057
*
```

Löwdin atomic charge list, values in e, 8 entries:
1. C -0.07
2. C -0.22
3. C -0.71
4. H 0.07
5. H 0.07
6. H 0.07
7. H 0.03
8. H 0.15

*b*
Density functional theory data (ωB97M-V/def2-TZVPD) for the molecule C3H6N2S.

The gap between HOMO and LUMO comes out at 9.681 eV. Its SMILES is S[C@H]1C=NNC1.

Structure (ORCA input):
```
! wB97M-V def2-TZVPD RIJCOSX def2/J DEFGRID3
* xyz 0 1
C 0.2438 -0.4737 0.6658
C 0.2508 1.0342 0.2056
C 0.1268 -1.2214 -0.6707
H -2.0156 -0.7131 1.2540
H 1.2418 -0.6698 1.0887
H -0.6643 1.6410 0.3347
H 1.0738 1.5395 0.7673
H 0.0414 1.5499 -1.9092
H 0.0384 -2.2863 -0.8219
N 0.4936 0.8920 -1.2627
N 0.1171 -0.3997 -1.6543
S -0.9475 -0.8926 2.0027
*
```

Löwdin atomic charge list, values in e, 8 entries:
1. C -0.63
2. C -0.19
3. C -0.18
4. H -0.16
5. H 0.09
6. H 0.10
7. H 0.11
8. H 0.11

*a* is favored, and the nearest alternative lies 0.0042 hartree above it.

*a*
Density functional theory data (ωB97M-V/def2-TZVPD) for a cluster of 2 separate species, C3H6N2S in total.

The gap between HOMO and LUMO comes out at 7.951 eV. Its SMILES is C=[NH+][S-].CC#N.

Structure (ORCA input):
```
! wB97M-V def2-TZVPD RIJCOSX def2/J DEFGRID3
* xyz 0 1
C 0.9364 0.6765 1.3141
C -2.0707 -1.6766 -1.9713
C 2.0506 1.2646 2.0610
N 0.1800 0.1978 0.5928
N -1.3851 -0.5822 -1.6480
S -0.7783 0.6447 -2.6841
H -2.4594 -2.2735 -1.1267
H -2.3384 -2.0043 -2.9410
H 1.9489 2.3135 2.2781
H 3.0530 1.0712 1.6916
H 2.0805 0.6413 3.0841
H -1.2177 -0.2731 -0.6506
*
```

Löwdin atomic charge list, values in e, 8 entries:
1. C -0.23
2. C -0.05
3. C -0.07
4. N 0.16
5. N -0.58
6. S 0.34
7. H 0.08
8. H 0.06

*b*
Density functional theory data (ωB97M-V/def2-TZVPD) for a structure of composition C3H6N2S.

The gap between HOMO and LUMO comes out at 8.428 eV.

Structure (ORCA input):
```
! wB97M-V def2-TZVPD RIJCOSX def2/J DEFGRID3
* xyz 0 1
C -1.2350 -0.9174 0.4551
C 1.1671 -0.2954 -0.1182
C -0.3651 -0.2870 -0.3857
N -2.0450 1.5128 0.0413
N -0.8732 1.4764 -0.1240
S -2.8419 -0.5555 -0.0886
H -1.1116 -1.1471 1.4867
H 1.7296 -1.1224 -0.5810
H 1.2977 -0.7000 0.9242
H 1.7993 0.5851 -0.4255
H -0.6720 -0.2854 -1.4081
H -2.6224 2.3272 0.4370
*
```

Löwdin atomic charge list, values in e, 8 entries:
1. C -0.57
2. C -0.09
3. C -0.44
4. N -0.17
5. N 0.06
6. S 0.71
7. H 0.04
8. H 0.06

*c*
Density functional theory data (ωB97M-V/def2-TZVPD) for a cluster of 2 separate species, C3H6N2S in total.

The gap between HOMO and LUMO (spin up / spin down) comes out at 6.678 / 9.177 eV.

Structure (ORCA input):
```
! wB97M-V def2-TZVPD RIJCOSX def2/J DEFGRID3
* xyz 0 1
C 1.8387 0.2093 -0.0748
C -1.2248 -0.8701 -0.5502
C -1.8988 -0.1754 0.5364
N -1.1638 0.4732 -0.4462
N 2.3561 1.4234 -0.1911
S 1.9664 -1.2968 0.2397
H -0.2971 -1.5910 -0.3500
H -1.8364 -1.3689 -1.2982
H -2.9529 -0.2667 0.4078
H -1.7015 -0.0743 1.5731
H 1.5765 2.0817 -0.0903
H 3.3377 1.4556 0.2439
*
```

Löwdin atomic charge list, values in e, 8 entries:
1. C -0.81
2. C -0.32
3. C -0.24
4. N 0.07
5. N 0.02
6. S 0.71
7. H 0.04
8. H 0.10

*a* is favored, and the nearest alternative lies 0.0643 hartree above it.